1.
100
Properties=species:S:1:pos:R:3:lowdin_charge:R:1 method="wB97M-V/def2-TZVPD" lumo_ev=-3.3250 e_tot_ev=-64645.173 charge=+1 e_homo_ev=-10.1 orbital_gap_ev=6.8
C -8.89869 -0.79333 3.19645 -0.085
C -9.10679 -1.94207 2.01239 -0.354
O -10.29959 -2.75528 2.35087 -0.114
C -7.72586 -2.86834 1.85426 -0.162
N -7.07729 -2.59601 0.50064 -0.126
C -5.59341 -2.90967 0.50934 -0.201
C -4.93556 -2.93829 -1.01536 -0.102
O -4.02178 -1.80870 -1.28383 -0.116
N -4.69793 -0.67238 -1.53609 -0.001
C -4.36407 -0.08526 -2.91497 -0.043
C -3.77227 1.44609 -2.84739 -0.168
O -2.28574 1.50620 -2.70727 -0.201
C -1.96999 2.80796 -2.03716 -0.155
C -0.37219 3.17773 -2.10202 -0.133
O 0.14450 3.82363 -0.85345 -0.151
C 0.65685 2.69749 -0.05853 -0.174
C 2.23863 2.20738 0.00918 0.032
C 2.76119 0.90347 0.91719 0.012
C 1.69430 -0.01267 1.82327 -0.073
C 2.20750 -1.33883 2.68379 -0.435
C 1.09586 -2.53784 2.58283 -0.094
C 3.54249 -1.89418 1.84071 -0.105
C 2.74794 -0.99763 4.18695 -0.134
C 1.63108 -1.04147 5.38051 -0.492
C 0.24638 -0.20020 5.06556 -0.094
C 1.33328 -2.58070 5.96431 -0.092
C 2.33029 -0.24663 6.67719 -0.115
C 0.11700 0.49070 1.74496 -0.024
C -0.40104 1.79594 0.87271 0.007
H -8.46564 -1.33476 4.14147 0.092
H -8.09259 -0.02917 2.76373 0.088
H -9.91622 -0.24007 3.41159 0.092
H -9.35704 -1.39318 0.98290 0.144
H -11.06901 -2.12130 2.45441 0.109
H -8.05585 -3.98429 2.00505 0.142
H -6.97713 -2.60324 2.73043 0.124
H -7.14909 -1.55914 0.32588 0.089
H -4.98349 -2.20307 1.25316 0.140
H -5.45639 -4.00336 0.95825 0.145
H -4.29105 -3.92022 -1.06586 0.156
H -5.81764 -3.02991 -1.80662 0.159
H -4.44493 0.04508 -0.81960 0.200
H -5.72362 -0.86369 -1.45041 0.178
H -3.68655 -0.82930 -3.53999 0.179
H -5.40546 -0.05511 -3.49383 0.161
H -4.08764 1.97633 -3.84837 0.155
H -4.30412 1.96350 -1.91724 0.140
H -2.60909 3.64622 -2.58922 0.143
H -2.41250 2.72252 -0.95636 0.111
H -0.18643 3.85817 -3.04810 0.148
H 0.23298 2.15955 -2.24416 0.139
H 3.03515 2.81188 -0.63854 0.082
H 3.91403 0.69182 0.86388 0.087
H 0.12102 -2.37162 3.20797 0.057
H 1.54513 -3.62086 2.80079 0.104
H 0.74843 -2.57499 1.44251 0.097
H 4.43823 -1.16091 2.12527 0.090
H 3.88839 -2.96364 2.22866 0.101
H 3.38455 -1.87562 0.68025 0.079
H 3.68228 -1.68270 4.46674 0.137
H 3.18295 0.10973 4.16855 0.132
H 0.53167 0.78267 4.49871 0.088
H -0.16793 0.14319 6.12830 0.090
H -0.60432 -0.83201 4.56994 0.063
H 0.34890 -3.04701 5.47816 0.076
H 1.20373 -2.60302 7.13406 0.085
H 2.20860 -3.32641 5.65478 0.091
H 2.81094 0.78451 6.36094 0.091
H 3.16083 -0.95118 7.10397 0.085
H 1.53694 -0.10050 7.55574 0.093
H -0.69664 -0.09905 2.36168 0.073
H -1.53895 2.06466 0.93250 0.069
C 4.09321 5.41647 -3.58086 0.078
C 4.28641 5.65884 -4.87880 -0.205
C 5.31029 4.91236 -5.66115 -0.302
O 5.45191 5.14372 -6.85674 0.112
C 6.12650 3.91429 -4.95246 0.081
C 5.93549 3.67454 -3.65374 -0.214
C 4.89308 4.40133 -2.87831 -0.302
O 4.72860 4.14603 -1.69006 0.081
O 6.70086 2.73984 -2.98087 0.075
O 3.54023 6.61335 -5.54531 0.082
H 3.35095 5.95006 -3.00063 0.137
H 6.87912 3.39170 -5.52882 0.140
H 6.37072 2.74941 -2.05598 0.115
H 3.86628 6.59943 -6.47147 0.118
C 5.76956 -1.04692 -4.08597 0.081
C 6.04642 -2.27954 -3.65618 -0.204
C 5.05673 -3.06429 -2.86732 -0.305
O 5.33245 -4.20174 -2.50233 0.111
C 3.76868 -2.42824 -2.54957 0.070
C 3.49338 -1.19431 -2.97650 -0.210
C 4.47220 -0.42060 -3.78855 -0.303
O 4.18327 0.70443 -4.18221 0.100
O 2.28590 -0.58950 -2.67917 0.064
O 7.26472 -2.87378 -3.92958 0.087
H 6.47879 -0.46612 -4.66215 0.140
H 3.06553 -3.00287 -1.96040 0.134
H 2.32741 0.29676 -3.10026 0.105
H 7.22079 -3.76223 -3.51365 0.119


2.
143
Properties=species:S:1:pos:R:3:lowdin_charge:R:1 method="wB97M-V/def2-TZVPD" lumo_ev="2.8505 / 1.4635" multiplicity=2 relative_energy_ev=1.591 e_tot_ev=-203608.506 charge=-2 e_homo_ev="-2.1 / -2.1" orbital_gap_ev="4.9 / 3.6" s_squared=0.758
Cs -1.14449 -0.25705 0.37487 0.850
C -1.15330 3.22905 4.23753 -0.009
C -2.40869 2.70406 3.64130 -0.373
N -2.49332 1.75157 2.74466 0.159
C -3.84097 1.59182 2.49939 -0.139
C -4.57036 2.47626 3.24749 -0.082
N -3.64352 3.16885 3.96919 0.169
C -6.02992 2.80721 3.40835 -0.597
O -6.81706 2.13307 2.68649 0.017
O -6.29499 3.70104 4.21791 0.002
C -4.33261 0.60624 1.51505 -0.500
O -5.61905 0.57410 1.29577 0.102
O -3.54486 -0.11701 0.92038 -0.314
H -0.32081 2.61702 3.90377 0.052
H -1.18987 3.19480 5.32722 0.083
H -0.97069 4.26210 3.93497 0.071
H -3.92036 3.88060 4.62939 0.161
H -6.16004 1.25021 1.90380 0.021
Te -0.03542 0.34248 -5.41752 1.319
C 0.60791 2.20978 -6.14815 -0.549
C 0.01574 2.78606 -7.26194 -0.138
C 0.47118 4.02181 -7.69416 -0.170
N 1.45266 4.69908 -7.10791 0.049
C 2.02439 4.12630 -6.05019 -0.154
C 1.64984 2.89626 -5.53726 -0.116
C 0.13485 0.88603 -3.37161 -0.871
P 1.14036 -0.15269 -2.26846 0.884
C 2.76890 -0.03224 -3.11095 -0.383
C 3.61614 1.00002 -2.71699 -0.114
C 4.80082 1.24618 -3.39448 -0.087
C 5.15318 0.45676 -4.47865 -0.095
C 4.32493 -0.58609 -4.86826 -0.082
C 3.14156 -0.82993 -4.19053 -0.117
C 0.74054 -1.89544 -2.63665 -0.417
C 1.63912 -2.82481 -2.09701 -0.106
C 1.45066 -4.17673 -2.30730 -0.084
C 0.36240 -4.61950 -3.04956 -0.084
C -0.54724 -3.70905 -3.55296 -0.134
C -0.36787 -2.34642 -3.33444 -0.169
P -1.40761 1.41906 -2.62364 0.929
C -1.99678 2.76773 -3.72610 -0.398
C -1.28588 3.95646 -3.86849 -0.089
C -1.74953 4.95078 -4.71064 -0.081
C -2.93359 4.76989 -5.41488 -0.093
C -3.65198 3.59371 -5.27199 -0.085
C -3.18423 2.59573 -4.42658 -0.100
C -0.94034 2.52457 -1.21245 -0.492
C 0.36444 2.84395 -0.84866 -0.127
C 0.60445 3.73984 0.18161 -0.072
C -0.45450 4.32957 0.85439 -0.078
C -1.75912 4.02119 0.49753 -0.072
C -1.99913 3.12070 -0.52586 -0.119
H -0.80717 2.30512 -7.77338 0.091
H 0.00800 4.49915 -8.55192 0.099
H 2.83224 4.68193 -5.58528 0.102
H 2.16165 2.48405 -4.67609 0.085
H 3.36166 1.60361 -1.85789 0.067
H 5.44907 2.04830 -3.06672 0.101
H 6.07589 0.64590 -5.01254 0.096
H 4.59792 -1.21170 -5.70865 0.100
H 2.50955 -1.65614 -4.49406 0.094
H 2.48782 -2.48350 -1.51516 0.090
H 2.14602 -4.88856 -1.87927 0.106
H 0.20695 -5.67887 -3.20360 0.105
H -1.42451 -4.05140 -4.08070 0.076
H -1.13260 -1.65946 -3.67718 0.045
H -0.36797 4.10329 -3.31315 0.110
H -1.18298 5.86569 -4.82375 0.104
H -3.29483 5.54996 -6.07358 0.098
H -4.57822 3.45010 -5.81386 0.100
H -3.74225 1.67304 -4.31473 0.104
H 1.19898 2.40668 -1.38154 0.060
H 1.62446 3.97215 0.45928 0.099
H -0.25953 5.02314 1.66230 0.102
H -2.59302 4.46863 1.02326 0.112
H -3.02059 2.88101 -0.80398 0.118
C -5.27767 -0.94729 -1.71708 -0.076
N -5.42040 -2.14423 -0.93113 -0.124
C -6.30082 -2.36613 0.10842 -0.060
C -6.02642 -3.60407 0.57911 -0.086
N -4.99324 -4.13209 -0.15544 -0.004
B -4.31338 -5.50845 0.12199 -0.500
N -2.88995 -5.20906 0.67582 -0.008
C -1.73965 -5.26356 -0.06845 -0.117
C -0.71993 -4.77843 0.67170 -0.067
N -1.26334 -4.40398 1.88390 -0.133
C -0.53289 -3.81897 2.97942 -0.079
C -2.59891 -4.67521 1.88509 -0.771
S -3.64739 -4.37868 3.18081 0.519
C -4.62931 -3.23256 -1.08016 -0.745
S -3.40095 -3.37316 -2.24893 0.616
H -6.03967 -0.23385 -1.41338 0.086
H -5.37147 -1.18885 -2.77783 0.070
H -4.28574 -0.52464 -1.55362 0.053
H -6.97582 -1.60514 0.44950 0.106
H -6.43830 -4.14505 1.40740 0.101
H -4.97526 -6.07720 0.95431 0.054
H -4.19512 -6.13681 -0.90547 0.058
H -1.75975 -5.62584 -1.07829 0.087
H 0.31886 -4.63202 0.44618 0.090
H 0.11512 -3.01628 2.61945 0.037
H 0.07682 -4.56802 3.49210 0.088
H -1.26274 -3.41874 3.68255 0.031
C 5.48339 -2.39518 3.43358 -0.230
Si 3.93420 -2.28761 2.34043 0.239
C 3.25308 -4.05811 2.34188 -0.236
C 4.57843 -1.98808 0.57076 -0.238
Ge 2.18873 -0.74032 2.81130 0.506
Si 1.93330 -0.93646 5.18039 0.245
C 0.76600 0.41402 5.81973 -0.243
C 3.44650 -0.83279 6.32814 -0.232
C 1.09478 -2.56453 5.65857 -0.230
Si 3.44133 1.28341 2.63946 0.243
C 5.13334 1.45103 3.49125 -0.229
C 2.46738 2.79650 3.24126 -0.235
C 3.75932 1.63894 0.80051 -0.252
H 6.16441 -3.16622 3.06359 0.017
H 5.21061 -2.64975 4.45651 0.001
H 6.02070 -1.44969 3.46707 0.000
H 4.05095 -4.78230 2.16000 0.019
H 2.49327 -4.18513 1.56936 0.003
H 2.78832 -4.30170 3.29708 0.004
H 4.77978 -2.93019 0.05701 0.017
H 5.50044 -1.40521 0.57006 0.016
H 3.84502 -1.43331 -0.01524 -0.013
H 1.24126 1.39423 5.80605 0.001
H 0.45854 0.20373 6.84672 0.023
H -0.12998 0.46578 5.20194 0.014
H 4.03093 0.06847 6.15109 -0.003
H 4.10908 -1.68558 6.18814 0.001
H 3.12071 -0.82602 7.37130 0.016
H 0.03283 -2.53426 5.41752 0.018
H 1.19142 -2.74370 6.73161 0.022
H 1.52360 -3.41942 5.13627 0.001
H 5.07582 1.12267 4.52809 -0.003
H 5.48924 2.48372 3.47968 0.014
H 5.87984 0.83039 2.99581 0.005
H 2.22166 2.72009 4.29949 0.004
H 1.53240 2.89198 2.69169 -0.009
H 3.04748 3.71147 3.09446 0.024
H 4.63089 1.10140 0.42700 0.017
H 3.91028 2.70589 0.61189 0.023
H 2.89553 1.30306 0.22591 -0.014


3.
24
Properties=species:S:1:pos:R:3:lowdin_charge:R:1 method="wB97M-V/def2-TZVPD" lumo_ev="5.7296 / 5.6560" relative_energy_ev=0.159 e_tot_ev=-36679.143 charge=-2 e_homo_ev="-0.7 / 0.8" orbital_gap_ev="6.4 / 4.9"
C -3.58128 -0.25909 0.16454 -0.343
C 1.60974 0.33688 0.02616 -0.226
C 0.99083 1.69366 0.27852 -0.262
C 0.57844 -0.73282 0.24903 -0.226
N 1.56015 2.79154 -0.66659 -0.043
O -3.15852 2.49280 -0.26185 -0.524
O 2.51799 -2.81484 0.63507 -0.247
O 1.05764 -2.25761 2.59334 -0.388
O -0.05379 -3.42865 0.57788 -0.421
O -0.06938 -1.20224 -0.98087 -0.098
O -1.84516 0.69910 -1.50176 -0.313
P -2.56931 1.11258 -0.08630 0.408
P 0.95222 -2.35563 1.11962 0.329
H -4.03070 -0.27317 1.21270 -0.054
H -3.04818 -1.24287 0.13389 -0.045
H 2.43296 0.05982 0.69009 0.099
H 2.00578 0.27628 -1.04297 0.128
H 1.39199 2.00875 1.20314 0.084
H -0.10375 1.50201 0.11734 0.040
H 0.93111 3.63479 -0.45172 0.075
H 1.37754 2.47106 -1.60724 0.023
H 2.56068 -2.48187 -0.30926 0.056
H -0.32531 -2.05811 -0.76707 -0.008
H -1.18171 0.02763 -1.32569 -0.043